{"formula": "C22H30N4O9S", "method": "the ωB97M-V functional and the def2-TZVPD basis", "symbols": ["O", "C", "O", "C", "N", "C", "O", "C", "C", "S", "N", "C", "O", "C", "C", "C", "O", "C", "O", "O", "H", "H", "H", "H", "H", "H", "H", "H", "H", "H", "H", "H", "H", "H", "C", "N", "C", "O", "C", "C", "C", "C", "C", "C", "C", "C", "N", "C", "C", "O", "H", "H", "H", "H", "H", "H", "H", "H", "H", "H", "H", "H", "H", "H", "H", "H"], "positions_angstrom": [[-4.700, 4.025, -2.367], [-4.216, 5.142, -2.463], [-4.813, 6.177, -3.119], [-2.826, 5.389, -1.852], [-2.133, 4.159, -1.430], [-2.067, 3.738, -0.115], [-2.469, 4.465, 0.786], [-1.510, 2.339, 0.209], [-2.651, 1.321, 0.197], [-3.147, 0.965, -1.537], [-0.843, 2.279, 1.521], [0.526, 2.196, 1.693], [1.263, 2.083, 0.725], [1.102, 2.022, 3.094], [1.457, 0.539, 3.310], [1.824, 0.152, 4.746], [1.025, 0.454, 5.634], [3.063, -0.645, 5.013], [3.024, -1.579, 5.803], [4.198, -0.324, 4.331], [-4.269, 6.971, -3.052], [-2.207, 5.894, -2.598], [-2.944, 6.077, -1.009], [-2.111, 3.393, -2.104], [-0.801, 2.067, -0.580], [-3.508, 1.710, 0.760], [-2.327, 0.395, 0.677], [-4.187, 0.120, -1.358], [-1.389, 2.546, 2.337], [1.992, 2.649, 3.201], [0.366, 2.352, 3.832], [2.281, 0.274, 2.640], [0.594, -0.071, 3.031], [4.878, -0.937, 4.655], [-0.087, -5.418, -2.683], [0.732, -4.244, -2.388], [0.242, -3.047, -2.044], [-0.965, -2.812, -2.020], [1.268, -1.959, -1.671], [0.771, -1.048, -0.541], [0.496, -1.772, 0.763], [1.572, -2.204, 1.562], [1.329, -2.831, 2.798], [0.009, -3.025, 3.239], [-1.068, -2.619, 2.432], [-0.825, -2.006, 1.190], [1.627, -1.131, -2.824], [2.403, -1.562, -3.816], [2.617, -0.615, -4.974], [2.932, -2.668, -3.813], [0.515, -6.324, -2.609], [-0.915, -5.481, -1.973], [-0.497, -5.338, -3.692], [1.734, -4.313, -2.510], [2.168, -2.462, -1.316], [-0.130, -0.525, -0.866], [1.536, -0.296, -0.351], [2.589, -2.042, 1.233], [2.154, -3.164, 3.412], [-0.178, -3.507, 4.189], [-2.084, -2.798, 2.756], [-1.653, -1.732, 0.552], [1.221, -0.212, -2.891], [3.278, -1.088, -5.700], [3.071, 0.306, -4.612], [1.659, -0.398, -5.442]], "homo_lumo_gap_ha": 0.3240, "smiles": "O=C(O)CNC(=O)[C@H](CS)NC(=O)CCC(=O)C(=O)O.CNC(=O)[C@H](Cc1ccccc1)NC(C)=O"}

=====

{"formula": "C22H30O2PbSi", "method": "the ωB97M-V functional and the def2-TZVPD basis", "symbols": ["C", "C", "C", "H", "C", "C", "H", "H", "H", "H", "Pb", "C", "H", "H", "H", "Si", "C", "C", "H", "C", "H", "C", "H", "C", "H", "C", "H", "C", "C", "H", "C", "H", "C", "H", "C", "H", "C", "H", "H", "H", "C", "O", "C", "C", "O", "C", "H", "H", "H", "H", "H", "H", "H", "H", "H", "H"], "positions_angstrom": [[-0.294, -0.631, 2.861], [0.844, -1.325, 2.359], [2.016, -0.673, 2.835], [0.796, -2.225, 1.738], [1.599, 0.420, 3.652], [0.157, 0.466, 3.648], [-0.447, 1.148, 4.254], [-1.347, -0.894, 2.723], [3.042, -1.012, 2.636], [2.272, 1.045, 4.237], [0.871, 1.759, 1.221], [0.210, 0.576, -0.229], [0.944, -0.254, -0.236], [-0.739, 0.064, -0.032], [0.196, 0.906, -1.264], [-0.411, -2.155, -1.657], [-1.240, -1.436, -3.174], [-2.166, -2.318, -3.782], [-2.235, -3.351, -3.403], [-2.959, -1.880, -4.848], [-3.686, -2.562, -5.278], [-2.844, -0.579, -5.339], [-3.493, -0.238, -6.146], [-1.873, 0.269, -4.808], [-1.726, 1.271, -5.209], [-1.051, -0.158, -3.748], [-0.254, 0.503, -3.371], [1.370, -2.649, -1.932], [1.502, -3.912, -2.561], [0.623, -4.406, -2.999], [2.740, -4.568, -2.580], [2.823, -5.565, -3.015], [3.862, -3.952, -2.016], [4.823, -4.467, -2.007], [3.759, -2.654, -1.498], [4.637, -2.156, -1.076], [2.533, -1.967, -1.493], [2.471, -0.926, -1.135], [-1.333, -3.166, -0.862], [-0.905, -3.537, -1.834], [-2.697, 2.160, 1.218], [-1.580, 2.691, 1.943], [-1.817, 4.018, 2.434], [-0.744, 4.413, 3.428], [0.374, 3.535, 3.351], [1.427, 3.873, 4.255], [-3.660, 2.571, 1.565], [-2.708, 1.074, 1.361], [-2.613, 2.372, 0.142], [-1.807, 4.729, 1.594], [-2.793, 4.080, 2.943], [-0.425, 5.449, 3.227], [-1.168, 4.374, 4.443], [1.783, 4.901, 4.094], [1.090, 3.770, 5.296], [2.249, 3.177, 4.071]], "homo_lumo_gap_ha": [0.1954, 0.2326], "charge": 2, "relative_energy_kj_mol": 397.0}

=====

{"formula": "C22H31AuN7", "method": "the ωB97M-V functional and the def2-TZVPD basis", "symbols": ["Au", "C", "N", "C", "C", "N", "C", "C", "C", "C", "C", "C", "N", "C", "N", "C", "C", "C", "C", "C", "C", "N", "H", "H", "H", "H", "H", "H", "H", "H", "H", "H", "H", "H", "H", "H", "H", "C", "N", "C", "C", "C", "N", "C", "C", "H", "H", "H", "H", "H", "H", "H", "H", "H", "H", "H", "H", "H", "H", "H", "H"], "positions_angstrom": [[-0.618, 0.014, -0.549], [0.350, -3.288, -0.208], [-0.956, -2.659, 0.007], [-1.470, -2.689, 1.367], [-1.130, -1.467, 2.164], [-0.695, -0.290, 1.662], [-0.456, 0.520, 2.719], [0.083, 1.838, 2.774], [0.197, 2.421, 4.004], [-0.192, 1.731, 5.176], [-0.703, 0.409, 5.144], [-0.803, -0.175, 3.914], [-1.221, -1.430, 3.496], [1.479, -2.299, -0.323], [1.350, -0.983, -0.363], [2.624, -0.447, -0.457], [3.063, 0.876, -0.513], [4.424, 1.090, -0.601], [5.335, 0.025, -0.636], [4.913, -1.292, -0.575], [3.547, -1.502, -0.471], [2.775, -2.654, -0.380], [0.314, -3.888, -1.120], [0.592, -3.992, 0.597], [-1.635, -3.090, -0.604], [-1.107, -3.562, 1.923], [-2.560, -2.777, 1.339], [0.418, 2.342, 1.878], [0.605, 3.419, 4.089], [-0.079, 2.223, 6.135], [-0.998, -0.103, 6.052], [-1.532, -2.174, 4.108], [2.361, 1.702, -0.485], [4.799, 2.103, -0.645], [6.391, 0.238, -0.715], [5.625, -2.106, -0.620], [3.138, -3.595, -0.379], [0.623, 0.976, -3.160], [-0.599, 0.238, -2.780], [-0.589, -1.090, -3.420], [-1.823, 0.980, -3.159], [-2.105, 2.091, -2.169], [-2.281, 1.551, -0.802], [-2.149, 2.634, 0.184], [-3.589, 0.890, -0.634], [0.658, 1.120, -4.244], [1.504, 0.411, -2.859], [0.656, 1.953, -2.682], [-0.612, -0.988, -4.509], [-1.460, -1.665, -3.111], [0.321, -1.622, -3.144], [-2.656, 0.278, -3.187], [-1.715, 1.395, -4.165], [-2.995, 2.648, -2.475], [-1.273, 2.795, -2.149], [-2.922, 3.394, 0.028], [-1.176, 3.114, 0.091], [-2.266, 2.235, 1.191], [-4.404, 1.594, -0.826], [-3.685, 0.529, 0.389], [-3.696, 0.047, -1.313]], "homo_lumo_gap_ha": [0.2703, 0.1359], "charge": 3, "relative_energy_kj_mol": 0.0, "multiplicity": 3}

=====

{"formula": "C22H31Cl3N3O3Tm", "method": "the ωB97M-V functional and the def2-TZVPD basis", "symbols": ["O", "C", "C", "C", "H", "C", "H", "C", "H", "C", "H", "C", "H", "H", "C", "C", "H", "H", "H", "C", "C", "H", "H", "H", "H", "Tm", "Cl", "Cl", "H", "H", "C", "C", "N", "H", "C", "O", "H", "H", "H", "H", "H", "H", "C", "C", "N", "H", "C", "O", "H", "H", "H", "H", "Cl", "C", "C", "C", "C", "N", "C", "H", "H", "H", "H"], "positions_angstrom": [[0.916, -0.129, -3.227], [-0.251, 0.303, -3.294], [-0.423, 1.711, -3.848], [0.287, 2.723, -3.198], [0.684, 2.516, -2.191], [0.489, 3.902, -3.878], [1.080, 4.663, -3.364], [-0.021, 4.099, -5.142], [0.175, 5.010, -5.680], [-0.752, 3.080, -5.767], [-1.145, 3.201, -6.757], [-0.990, 1.866, -5.123], [-1.553, 1.026, -5.566], [-1.045, -0.405, -3.662], [-2.609, -1.014, -2.017], [-1.806, 0.261, -1.657], [-3.458, -0.602, -2.623], [-3.120, -1.462, -1.136], [-2.035, -1.804, -2.534], [-2.414, 1.459, -1.608], [-3.877, 1.598, -1.319], [-1.877, 2.401, -1.743], [-4.369, 2.072, -2.163], [-4.045, 2.207, -0.439], [-4.338, 0.631, -1.146], [-0.845, -0.022, 0.484], [-0.025, 2.441, 0.335], [-3.103, -0.183, 1.353], [4.640, 1.191, -2.563], [4.692, 1.851, -0.128], [3.553, 1.340, -2.483], [3.610, 1.709, -0.010], [3.083, 0.983, -1.158], [3.018, 0.717, -3.213], [2.385, -0.139, -0.949], [1.580, -0.277, 0.003], [3.407, 1.131, 0.907], [2.547, -0.961, -1.673], [3.329, 2.396, -2.687], [3.131, 2.694, 0.086], [-0.519, -5.543, 0.642], [1.332, -5.746, -1.248], [-1.038, -4.904, -0.096], [0.741, -5.017, -1.825], [-0.067, -4.209, -0.931], [-1.695, -4.197, 0.423], [0.176, -2.902, -0.821], [-0.427, -2.183, 0.070], [1.405, -4.375, -2.393], [0.881, -2.474, -1.529], [-1.630, -5.574, -0.741], [0.089, -5.584, -2.509], [-0.709, 2.190, 5.540], [-0.293, 0.818, 4.646], [-0.065, -0.422, 5.267], [0.151, -1.545, 4.467], [0.150, -1.394, 3.079], [-0.088, -0.215, 2.548], [-0.261, 0.922, 3.265], [-0.090, -0.486, 6.344], [0.261, -2.543, 4.866], [0.333, -2.233, 2.393], [-0.410, 1.858, 2.727]], "homo_lumo_gap_ha": [0.2372, 0.2371], "multiplicity": 3}

=====

Number 1: electronic energy -2150.79727 Ha. Number 2: electronic energy -1488.24358 Ha. Number 3: electronic energy -1374.94402 Ha. Number 4: electronic energy -3712.74220 Ha.